1.
The following is a quantum chemistry calculation of a cluster of 7 separate species, C27H37N7O2 in total at a distorted geometry, from the OMol25 dataset.

Structure (XYZ):
```
73
Properties=species:S:1:pos:R:3:forces:R:3:lowdin_charge:R:1
C 2.0159 2.9791 2.1271 0.48 -0.52 0.04 0.119
C 1.8038 1.7733 2.0699 -1.92 -0.39 -0.78 -0.051
C 1.0750 0.4498 1.7064 1.02 0.32 -0.44 -0.079
C 1.3923 -0.2419 0.5504 -0.47 0.14 0.61 -0.104
C 2.4735 0.1894 -0.5072 -0.94 -0.86 0.13 -0.123
C 3.9474 0.3727 0.0699 0.50 0.82 -0.91 -0.254
N 5.0161 -0.0984 -0.8695 -0.71 -0.09 0.63 -0.029
C 0.5352 -1.5591 0.2913 0.02 -0.85 -0.12 -0.235
O 1.0194 -2.6307 -0.1244 -1.24 3.18 0.91 0.065
C -1.0073 -1.4154 0.6552 -0.11 0.34 0.98 -0.099
C -2.0550 -2.0476 -0.3257 -0.72 0.32 -0.89 -0.266
C -3.5566 -1.9608 0.1825 0.26 -0.27 0.53 -0.091
C -2.0011 -1.2783 -1.7476 1.02 0.42 0.14 -0.176
C -1.6910 0.2745 -1.6283 -0.83 0.43 -0.68 -0.224
C -2.8379 1.1083 -0.8783 0.57 0.37 -0.21 -0.104
C -1.3189 -0.7222 1.8176 1.75 -0.61 -1.71 0.071
C -0.0861 -0.1308 2.6281 -0.67 0.19 -0.30 -0.287
O -0.0488 -0.1180 3.8441 0.13 0.15 -1.67 0.084
H 2.3251 4.0580 2.1682 -0.52 -1.85 0.03 0.064
H 2.4505 -0.6037 -1.3273 0.25 0.87 1.15 0.117
H 2.0803 1.1353 -1.0099 0.64 -1.00 0.80 0.127
H 4.1150 1.4949 0.1681 -0.27 -1.48 0.34 0.109
H 4.1412 -0.1445 1.0509 -0.54 0.66 -0.92 0.106
H 5.2560 -1.0775 -0.6834 -0.29 0.53 -0.39 0.063
H 4.7365 0.0361 -1.8435 0.19 -0.26 0.46 0.060
H -1.8202 -3.1388 -0.5536 -0.03 1.39 0.54 0.147
H -3.7771 -0.9564 0.6423 0.09 -1.05 -0.61 0.058
H -4.2898 -2.1350 -0.6597 1.01 0.24 0.89 0.065
H -3.7675 -2.7465 0.9647 0.24 0.84 -0.71 0.090
H -2.9646 -1.3987 -2.3352 1.25 0.00 1.07 0.056
H -1.1699 -1.7302 -2.3842 -0.98 0.45 0.76 0.114
H -1.6802 0.6853 -2.6958 0.08 -0.64 1.23 0.085
H -0.6543 0.5096 -1.2188 -1.33 -0.38 -0.25 0.098
H -2.7003 1.1057 0.2507 -0.37 -0.16 -1.44 0.064
H -2.7653 2.1948 -1.2036 -0.06 -1.22 0.43 0.068
H -3.8766 0.7538 -1.1795 1.36 0.27 0.53 0.083
H -2.3833 -0.5638 2.1297 1.37 -0.25 0.08 0.122
C 4.1337 5.0215 5.1596 0.11 -0.24 0.08 -0.106
C 3.6225 6.2790 4.6144 0.01 -0.01 0.04 -0.290
N 3.2208 7.2665 4.1837 0.06 -0.23 0.05 0.114
H 4.2978 5.0861 6.2364 -0.06 0.14 -0.10 0.081
H 3.4386 4.1982 4.9864 -0.01 0.16 -0.05 0.057
H 5.0848 4.7435 4.7031 -0.10 0.12 -0.03 0.072
C -2.1889 -2.1850 -6.2008 0.31 -0.19 -0.24 -0.075
C -3.1384 -2.0274 -5.1022 0.02 -0.03 -0.10 -0.243
N -3.8836 -1.9032 -4.2359 -0.04 -0.04 -0.37 0.138
H -1.7895 -3.2005 -6.2436 -0.20 0.00 0.19 0.084
H -2.6543 -1.9781 -7.1659 -0.11 0.08 0.18 0.086
H -1.3416 -1.5065 -6.0984 -0.21 0.04 0.11 0.039
C -7.2820 -1.8464 -2.3144 0.00 -0.04 -0.38 -0.071
C -7.0738 -1.6242 -0.8840 -0.06 0.00 -0.03 -0.282
N -6.9100 -1.4499 0.2404 -0.03 -0.03 -0.26 0.135
H -7.6486 -2.8552 -2.5132 0.04 0.05 0.21 0.083
H -8.0126 -1.1472 -2.7256 0.03 0.02 0.22 0.082
H -6.3549 -1.7193 -2.8789 0.05 0.01 0.20 0.052
C 2.8323 -2.8836 2.7368 -0.45 -0.05 0.01 -0.047
C 4.2492 -2.5586 2.8748 -0.06 -0.10 -0.13 -0.278
N 5.3634 -2.2985 2.9867 -0.22 -0.06 -0.07 0.144
H 2.2107 -2.2242 3.3480 0.20 0.05 0.07 0.073
H 2.4825 -2.7756 1.7085 0.30 -0.03 0.00 0.056
H 2.6197 -3.9072 3.0507 0.22 0.05 0.00 0.093
C 3.9976 -0.3013 5.3420 -0.15 -0.38 0.03 -0.068
C 4.6483 0.9948 5.5141 -0.07 -0.05 -0.02 -0.247
N 5.1561 2.0166 5.6496 -0.10 -0.16 -0.02 0.141
H 3.6368 -0.6992 6.2926 0.07 0.24 0.03 0.089
H 3.1377 -0.2317 4.6718 0.08 0.25 0.04 0.066
H 4.6806 -1.0389 4.9195 0.13 0.27 0.05 0.043
C -1.5058 2.8071 -5.2234 -0.07 0.31 0.20 -0.060
C -1.2131 1.6480 -6.0650 -0.01 0.04 0.03 -0.248
N -0.9830 0.7373 -6.7274 -0.03 0.29 0.17 0.140
H -2.4303 3.3002 -5.5292 0.06 -0.18 -0.12 0.087
H -1.6196 2.5223 -4.1756 0.04 -0.17 -0.13 0.062
H -0.7079 3.5502 -5.2743 0.03 -0.18 -0.13 0.087
```
Positions in Å, forces in eV/Å.

## Properties
* HOMO energy: -9.26 eV
* calculated total energy: -43118.064 eV
* LUMO: -1.2 eV
* gap between HOMO and LUMO: 8.0 eV
* charge: 0
* SMILES: C#CC1=C(CCN)C(=O)C([C@@H](C)CCC)=CC1=O.CC#N.CC#N.CC#N.CC#N.CC#N.CC#N

---

2.
The following is a quantum chemistry calculation of a structure of composition C27H38BCl48IN3O4S at a distorted geometry, from the OMol25 dataset.

Structure (XYZ):
```
123
Properties=species:S:1:pos:R:3:forces:R:3:lowdin_charge:R:1
C -4.5829 0.1063 -3.1146 0.23 0.25 0.21 0.016
C -3.6068 0.9441 -2.7020 -0.59 0.03 0.13 -0.175
C -3.0420 0.7860 -1.3245 -0.34 1.17 0.13 -0.159
C -2.6942 2.0424 -0.5375 -0.30 -0.90 1.45 -0.269
C -3.7969 3.0464 -0.2374 0.12 -0.19 -1.33 -0.215
C -4.3412 3.8763 -1.3784 0.29 1.10 0.07 -0.125
C -3.4212 5.0359 -1.7879 0.05 -0.23 -0.19 -0.156
C -3.7439 5.7174 -3.1337 -0.22 0.28 0.24 -0.182
C -5.2142 5.6824 -3.5925 0.66 0.31 0.09 -0.223
S -5.5240 4.6024 -4.9543 -1.25 0.58 -0.72 0.576
O -4.8702 5.1085 -6.1113 0.66 -0.06 0.20 -0.246
O -6.9370 4.3853 -5.0309 -0.03 -0.37 0.30 -0.273
O -4.8373 3.2336 -4.5205 0.14 -0.17 0.12 -0.177
N -3.1413 3.7766 0.8898 -1.69 -0.75 1.28 0.184
B -3.9317 4.7228 1.7713 0.07 0.75 -0.11 -0.549
C -5.4850 4.7427 1.8737 0.01 0.09 0.03 0.048
O -3.1767 5.5808 2.5252 0.40 -0.87 -0.07 0.109
C -2.6648 2.7516 1.6325 0.65 -0.19 -0.45 -0.454
N -2.4157 2.7938 2.9854 -0.11 0.48 -0.24 0.154
N -2.5024 1.6332 0.9160 0.76 0.83 0.07 -0.346
I -0.7965 0.5730 1.3494 0.48 0.76 -0.39 1.088
H -5.4368 -0.0361 -2.4591 0.59 -1.40 0.57 0.069
H -4.5124 -0.4684 -4.0301 -0.83 1.09 -0.83 0.071
H -3.2528 1.7590 -3.3279 1.26 -0.90 -0.58 0.101
H -2.1082 0.2356 -1.4766 -0.01 -0.11 0.00 0.095
H -3.6749 0.1360 -0.7158 -0.12 0.03 -0.01 0.130
H -1.7325 2.5232 -0.7375 -0.17 0.13 -0.83 0.128
H -4.6302 2.4567 0.1642 -0.01 0.04 0.17 0.172
H -5.2854 4.3102 -1.0471 -0.11 -0.11 -0.03 0.107
H -4.5843 3.2660 -2.2427 0.11 -0.34 0.15 0.093
H -3.4559 5.7924 -1.0005 0.05 0.02 0.05 0.115
H -2.3856 4.6923 -1.8314 0.05 0.01 0.07 0.108
H -3.1032 5.3631 -3.9396 0.00 -0.20 0.02 0.115
H -3.4891 6.7693 -3.0169 0.12 0.03 -0.07 0.116
H -5.4596 6.6528 -4.0223 -0.16 -0.03 -0.12 0.115
H -5.9393 5.5026 -2.8050 -0.03 -0.26 0.00 0.104
H -5.4925 2.5196 -4.6044 0.05 0.06 0.02 0.101
H -5.8875 3.8251 2.3129 -0.02 -0.09 -0.09 0.091
H -6.0039 4.9086 0.9291 0.02 -0.14 -0.08 0.072
H -5.7518 5.5697 2.5317 -0.09 -0.07 0.01 0.035
H -3.2388 5.3010 3.4512 -0.12 0.77 0.23 0.065
H -3.0939 2.3888 3.6065 0.21 -0.24 0.12 0.131
H -1.5434 3.1564 3.3330 -0.01 0.01 0.10 0.103
C 2.8623 -0.9305 -0.5553 -0.11 -0.09 -0.18 -1.513
Cl 3.3229 -2.3963 -1.3897 0.21 -0.04 0.03 0.557
Cl 1.5970 -0.1034 -1.4661 0.02 0.13 0.03 0.496
Cl 2.3081 -1.3047 1.0953 -0.10 0.06 0.05 0.512
H 3.7193 -0.2734 -0.4776 -0.02 0.03 0.05 -0.001
C -0.3260 -4.2371 -2.9284 0.20 0.10 0.04 -1.563
Cl -1.3475 -2.8380 -2.5700 -0.09 0.04 0.04 0.500
Cl 0.6744 -3.9251 -4.3403 0.06 0.12 0.17 0.528
Cl 0.6480 -4.6470 -1.5100 -0.13 0.10 0.07 0.495
H -0.9737 -5.0725 -3.1542 0.00 -0.04 0.05 -0.071
C -4.2354 -5.5912 -2.9891 0.07 0.03 0.01 -1.516
Cl -5.1668 -4.1654 -2.5282 0.00 0.01 0.01 0.524
Cl -3.2504 -5.2694 -4.4134 -0.08 -0.06 -0.17 0.553
Cl -3.2236 -6.1430 -1.6511 -0.01 -0.03 0.00 0.532
H -4.9295 -6.3844 -3.2315 -0.02 0.00 0.00 0.016
C -5.1997 7.1665 5.5829 -0.01 0.07 -0.17 -1.515
Cl -6.7369 7.1147 4.7187 0.03 0.02 0.08 0.559
Cl -4.5933 5.5228 5.8651 0.03 -0.13 0.03 0.540
Cl -4.0061 8.1070 4.7068 0.03 0.10 0.00 0.555
H -5.3613 7.6315 6.5463 -0.03 -0.06 0.04 0.019
C 2.9570 -7.4843 -2.4394 0.00 0.03 -0.03 -1.529
Cl 1.3873 -7.4105 -3.2412 0.03 -0.29 0.34 0.484
Cl 3.4546 -9.1466 -2.2052 0.11 -0.03 -0.17 0.527
Cl 4.1498 -6.5552 -3.3630 -0.32 0.17 0.04 0.509
H 2.8568 -7.0206 -1.4661 -0.01 0.04 -0.01 -0.023
C -0.0499 5.7789 1.4324 0.02 0.09 -0.12 -1.530
Cl 0.7925 5.3668 2.9273 -0.30 0.20 0.06 0.516
Cl 0.2733 7.4404 0.9688 0.00 0.00 -0.01 0.574
Cl 0.4065 4.6631 0.1277 -0.07 -0.07 0.09 0.517
H -1.1128 5.6768 1.6094 0.00 0.00 0.01 -0.033
C 3.7998 1.6596 2.8108 0.07 0.01 0.12 -1.539
Cl 2.6380 2.9676 3.0867 0.13 -0.29 -0.10 0.475
Cl 4.8103 2.0377 1.4152 -0.04 -0.06 -0.03 0.522
Cl 4.7698 1.3576 4.2429 -0.02 0.03 -0.04 0.539
H 3.2444 0.7593 2.5877 -0.02 0.00 -0.01 -0.053
C 0.0269 -6.3867 -7.5720 -0.11 -0.14 0.03 -1.529
Cl 0.5619 -6.9672 -5.9930 -0.09 0.08 -0.55 0.476
Cl -0.7707 -7.6697 -8.4798 0.01 0.00 -0.01 0.538
Cl -1.0415 -4.9876 -7.4081 0.01 0.02 0.00 0.504
H 0.9014 -6.0759 -8.1275 0.01 0.02 0.00 0.015
C 1.6155 -10.1868 1.4041 0.05 -0.05 0.01 -1.543
Cl 2.4354 -10.6797 2.8824 -0.01 0.01 0.01 0.536
Cl 2.1562 -8.5769 0.9042 -0.09 0.04 0.13 0.519
Cl 1.8580 -11.3723 0.1266 -0.02 0.01 -0.01 0.530
H 0.5555 -10.1283 1.6097 -0.01 0.02 0.00 0.011
C 5.0162 -1.5050 6.8339 -0.04 0.00 -0.09 -1.582
Cl 6.3333 -0.3409 6.7005 0.04 -0.04 0.06 0.514
Cl 3.5474 -0.7269 7.4310 0.00 -0.01 0.02 0.518
Cl 4.7186 -2.3042 5.2875 0.00 -0.02 0.01 0.516
H 5.3126 -2.2598 7.5545 -0.10 0.15 -0.34 -0.109
C 5.4444 5.2086 -1.4209 0.03 0.02 0.07 -1.545
Cl 6.3093 3.6815 -1.2189 0.00 0.01 -0.05 0.510
Cl 3.8574 5.1432 -0.6476 -0.02 -0.03 -0.02 0.492
Cl 6.3904 6.5519 -0.7924 0.00 0.00 -0.01 0.543
H 5.2938 5.3666 -2.4801 -0.01 0.00 -0.01 0.012
C 8.0214 -9.3001 -2.9311 -0.05 0.05 -0.05 -1.531
Cl 7.4062 -10.8268 -2.2998 0.01 0.00 0.01 0.534
Cl 8.9284 -9.5624 -4.4241 0.04 -0.06 -0.01 0.540
Cl 6.7038 -8.1586 -3.1918 0.33 -0.19 0.05 0.480
H 8.6968 -8.8801 -2.1982 0.02 0.00 0.00 0.014
C 7.3826 -4.2030 9.8600 0.01 -0.09 -0.09 -1.529
Cl 6.6908 -5.7134 10.4359 0.00 0.01 0.01 0.543
Cl 8.3609 -4.4600 8.4194 0.01 0.02 0.00 0.541
Cl 6.1082 -3.0140 9.5394 0.09 -0.08 0.42 0.578
H 8.0190 -3.8012 10.6368 -0.01 0.03 0.01 0.015
C -2.3781 -3.6389 2.6593 0.05 0.03 -0.01 -1.520
Cl -1.5497 -4.0867 4.1442 -0.02 0.01 0.01 0.549
Cl -1.9509 -1.9634 2.1971 -0.46 -1.25 0.40 0.334
Cl -1.9815 -4.7327 1.3446 0.01 0.00 -0.01 0.523
H -3.4448 -3.6838 2.8353 -0.01 0.04 -0.01 0.015
C 10.1305 -6.8603 -6.6386 0.00 0.03 -0.04 -1.580
Cl 11.3995 -5.6520 -6.8368 0.01 0.00 0.01 0.529
Cl 8.6811 -6.1425 -5.9383 -0.03 0.03 0.02 0.506
Cl 9.7632 -7.6447 -8.1736 0.00 -0.02 0.01 0.528
H 10.4902 -7.6159 -5.9533 0.00 0.00 0.02 -0.026
C -0.9841 10.8766 6.3151 -0.10 -0.03 0.01 -1.556
Cl -0.4848 9.3965 5.4923 0.05 -0.03 -0.03 0.501
Cl -2.2125 11.7253 5.3775 0.01 0.01 -0.01 0.521
Cl -1.5697 10.5202 7.9386 0.01 0.00 0.01 0.527
H -0.1197 11.5207 6.4013 0.01 0.00 0.00 0.013
```
Positions in Å, forces in eV/Å.

## Properties
* HOMO energy: -11.33 eV
* calculated total energy: -661956.247 eV
* LUMO: -4.0 eV
* gap between HOMO and LUMO: 7.4 eV
* charge: +1

---

- Which formula does entry 2 have?
  C27H38BCl48IN3O4S